1.
C2F2N2 | ωB97M-V with the def2-TZVPD basis set

XYZ file:
```
6
Properties=species:S:1:pos:R:3:forces:R:3
C -1.243 0.361 0.006 -0.890 0.136 0.005
C 0.110 0.121 0.052 0.617 -4.924 -0.349
N -2.384 0.458 -0.059 -0.097 0.178 0.031
N 1.165 0.697 0.015 0.264 1.258 0.106
F -0.050 -1.872 -0.017 0.560 3.935 0.195
F 2.402 0.235 0.002 -0.455 -0.582 0.012
```
Forces are in eV/Å.

- total charge = 0
- largest force on an atom (eV/A) = 4.97
- molar mass (g mol⁻¹) = 90.03
- energy (eV) = -10482.637
- frontier orbital gap (spin up / spin down) (hartree) = 0.3620 / 0.3622



2.
C35H34BN7O5OsS | ωB97M-V with the def2-TZVPD basis set

XYZ file:
```
84
Properties=species:S:1:pos:R:3:forces:R:3
Os 0.753 0.414 2.391 -0.087 -0.026 -0.021
O -2.780 4.933 2.096 -0.066 0.061 -0.197
C -2.493 4.995 0.789 -0.051 0.012 0.145
C -3.231 5.900 0.028 -0.120 0.156 -0.075
C -2.983 6.050 -1.317 -0.012 0.017 -0.004
C -1.982 5.302 -1.955 -0.161 0.142 -0.082
C -1.265 4.399 -1.222 0.187 -0.160 0.060
C -1.517 4.202 0.154 -0.008 0.238 -0.056
C -0.785 3.203 0.886 -0.015 -0.421 -0.038
O -0.117 2.256 0.212 0.328 -0.364 -0.016
N -0.733 3.203 2.176 0.382 0.059 0.574
N -0.210 2.128 2.857 -0.660 0.272 -0.554
C 0.641 2.334 3.849 -0.067 0.081 0.094
C 0.616 1.381 4.984 0.007 0.017 -0.239
C 1.097 1.684 6.236 0.154 0.165 0.305
C 1.010 0.708 7.222 0.065 0.119 0.098
C 0.427 -0.512 6.925 -0.023 -0.058 0.074
C -0.027 -0.734 5.634 -0.071 0.045 -0.163
N 0.086 0.188 4.679 -0.006 -0.252 0.084
H -2.153 4.341 2.540 0.086 -0.059 0.068
H -3.986 6.486 0.537 0.048 -0.036 -0.065
H -3.557 6.772 -1.885 0.017 -0.048 0.032
H -1.774 5.443 -3.008 -0.006 0.018 0.092
H -0.452 3.867 -1.713 -0.111 0.145 0.082
H 1.107 3.308 3.955 0.085 0.016 0.064
H 1.526 2.659 6.442 -0.034 -0.081 -0.005
H 1.391 0.906 8.217 -0.042 -0.010 -0.066
H 0.333 -1.287 7.674 -0.018 0.051 -0.053
H -0.495 -1.671 5.356 0.066 0.005 -0.019
C -4.403 -0.961 -5.230 -0.033 -0.043 0.035
C -3.133 -0.425 -5.895 0.082 0.051 0.018
C -2.560 -1.524 -6.799 0.049 -0.074 0.051
C -3.504 0.797 -6.753 0.001 0.018 -0.013
C -2.098 0.034 -4.858 -0.072 0.043 -0.027
C -0.786 0.319 -5.255 0.050 0.023 -0.024
C 0.170 0.854 -4.394 0.141 -0.082 -0.225
C -0.236 1.091 -3.107 0.285 0.247 0.199
O 0.473 1.690 -2.054 0.040 -0.274 -0.118
B -0.456 1.761 -1.050 0.011 -0.050 0.011
O -1.664 1.203 -1.360 -0.079 -0.108 -0.010
C -1.514 0.808 -2.694 -0.256 0.082 0.223
C -2.468 0.281 -3.531 -0.168 -0.150 0.009
H -5.078 -1.337 -6.000 0.018 0.017 0.044
H -4.942 -0.183 -4.682 0.041 -0.063 -0.042
H -4.185 -1.787 -4.545 -0.023 0.081 -0.067
H -3.321 -1.841 -7.517 0.051 0.023 0.049
H -2.264 -2.399 -6.211 -0.025 0.061 -0.063
H -1.694 -1.187 -7.373 -0.077 -0.018 0.046
H -4.278 0.527 -7.478 0.087 0.019 0.059
H -2.637 1.175 -7.303 -0.086 -0.035 0.054
H -3.890 1.606 -6.127 0.018 -0.049 -0.062
H -0.497 0.149 -6.284 -0.019 0.004 0.042
H 1.172 1.090 -4.732 -0.085 -0.001 0.020
H -3.467 0.080 -3.164 0.117 0.076 -0.045
N 2.097 -4.523 -2.642 0.007 0.060 0.116
C 2.587 -4.010 -1.497 -0.047 -0.016 -0.132
O 3.489 -4.475 -0.836 -0.003 0.003 -0.078
C 1.920 -2.768 -0.952 -0.019 -0.127 0.078
C 2.682 -1.623 -0.749 0.128 -0.046 -0.139
C 2.149 -0.594 -0.016 -0.374 0.019 0.031
N 0.918 -0.673 0.547 0.235 -0.320 -0.332
C 0.155 -1.752 0.281 -0.022 0.417 0.076
C 0.615 -2.804 -0.475 -0.015 -0.150 -0.180
H 2.533 -5.346 -3.027 0.015 -0.035 0.005
H 1.387 -4.058 -3.180 0.037 0.019 0.009
H 3.690 -1.550 -1.140 -0.058 -0.012 0.043
H 2.702 0.321 0.148 0.039 0.048 0.093
H -0.847 -1.745 0.691 -0.007 -0.011 0.080
H -0.028 -3.657 -0.658 0.058 0.039 0.038
N 4.536 -5.288 4.716 -0.017 0.136 0.012
C 4.565 -4.033 5.191 -0.075 -0.007 0.010
S 5.381 -3.545 6.519 -0.019 0.010 -0.016
C 3.709 -3.050 4.450 0.029 -0.156 -0.011
C 4.162 -1.754 4.234 0.136 -0.003 -0.036
C 3.358 -0.865 3.558 -0.134 -0.072 -0.053
N 2.129 -1.196 3.110 0.183 0.318 0.194
C 1.683 -2.440 3.337 0.008 0.100 -0.202
C 2.439 -3.390 3.984 0.051 -0.147 0.138
H 5.114 -5.981 5.164 0.007 -0.039 0.042
H 4.132 -5.516 3.824 0.025 0.008 -0.050
H 5.140 -1.455 4.589 -0.083 -0.016 -0.010
H 3.695 0.143 3.360 -0.043 0.014 -0.006
H 0.693 -2.680 2.965 -0.010 0.030 0.057
H 2.023 -4.374 4.162 0.036 0.031 -0.062
```
Forces are in eV/Å.

- total charge = +2
- largest force on an atom (eV/A) = 0.90
- molar mass (g mol⁻¹) = 865.81
- energy (eV) = -71481.264
- expectation value of S² = 6.024
- spin multiplicity = 5
- frontier orbital gap (spin up / spin down) (hartree) = 0.2498 / 0.2057



3.
C2H2BF5O2 | ωB97M-V with the def2-TZVPD basis set

XYZ file:
```
12
Properties=species:S:1:pos:R:3:forces:R:3
B -0.423 0.248 -0.666 0.056 -1.064 0.094
C 1.722 0.379 1.846 1.534 -0.421 0.533
C -0.501 -1.355 -1.017 0.175 -0.015 0.034
O 0.137 0.647 0.500 -0.699 0.227 -0.006
O -0.988 1.037 -1.563 -0.637 0.592 -1.166
F 1.479 1.554 2.428 -0.285 -0.070 0.078
F 1.139 -0.497 2.613 -0.189 0.148 0.073
F -0.824 -1.598 -2.299 -0.047 0.265 -0.142
F 0.647 -2.019 -0.794 0.287 0.168 0.162
F -1.440 -1.977 -0.274 -0.232 0.136 0.269
H 0.070 1.587 0.701 -0.058 0.040 -0.121
H -1.018 1.992 -1.476 0.094 -0.007 0.192
```
Forces are in eV/Å.

- total charge = 0
- largest force on an atom (eV/A) = 1.68
- molar mass (g mol⁻¹) = 163.84
- energy (eV) = -20465.625
- frontier orbital gap (hartree) = 0.3751



4.
C4H5NO | ωB97M-V with the def2-TZVPD basis set

XYZ file:
```
11
Properties=species:S:1:pos:R:3:forces:R:3
C 0.245 -1.325 -0.882 0.197 0.273 -0.504
C 0.444 -0.339 1.089 -0.222 0.334 0.728
C -0.387 0.695 1.365 0.181 -0.035 0.324
C -0.370 1.649 0.293 0.106 -0.190 -0.331
N 0.296 1.300 -0.758 -0.612 -0.289 0.172
O 0.833 -0.046 -0.293 -0.321 -0.844 0.381
H 1.018 -2.075 -0.715 -0.124 0.239 -0.202
H -0.677 -1.652 -0.379 0.398 0.549 -0.196
H 0.076 -1.069 -1.917 0.106 -0.104 -0.257
H -0.982 0.749 2.262 0.164 0.303 0.053
H -0.840 2.631 0.302 0.126 -0.236 -0.169
```
Forces are in eV/Å.

- total charge = 0
- largest force on an atom (eV/A) = 0.98
- molar mass (g mol⁻¹) = 83.09
- energy (eV) = -7760.871
- frontier orbital gap (hartree) = 0.3600